C2H24O10 | ωB97M-V with the def2-TZVPD basis set

Geometry as XYZ:
```
36
Properties=species:S:1:pos:R:3
H 2.15 2.49 -1.33
O 0.52 0.40 -3.06
H 0.56 -3.04 -3.05
H 2.78 -1.79 2.81
H 0.91 3.35 -1.05
H 0.23 -1.90 -2.09
H 3.30 -2.74 0.46
O 0.81 -2.66 -2.20
H -2.26 -0.33 -1.18
H -1.37 1.56 2.23
H -0.88 -2.90 -0.42
C -0.96 2.13 1.40
H 0.69 1.09 -2.38
H -3.19 -0.93 1.98
H -3.74 0.08 -1.24
H -1.08 4.16 0.65
H -2.35 -2.61 -0.76
H 1.36 0.26 -3.50
H 2.45 -1.30 1.39
O 1.20 2.43 -1.15
H 0.89 2.35 0.76
O -1.56 -2.21 -0.37
H -0.53 4.05 2.30
C -1.22 3.60 1.58
H 0.20 -1.12 0.24
H -2.22 3.80 1.97
O -2.84 0.44 -1.22
O 1.05 -0.70 0.35
O 0.45 1.84 1.46
H 0.83 0.25 0.50
O 3.20 -1.54 1.98
O -2.82 -1.79 2.21
H -1.44 1.77 0.49
O 3.56 -3.44 -0.18
H 3.69 -2.98 -1.01
H -2.35 -2.08 1.41
```

The calculation puts the HOMO energy at -10.17 eV. The calculation puts the relative energy (zero: lowest compared OMol25 entry of this formula, charge and spin) at 20.4 kcal per mole. As for the multiplicity: 1. As for the SMILES: CCO.O.O.O.O.O.O.O.O.O. The net charge is 0. As for the HOMO-LUMO gap: 0.3690 hartree.

natural (NBO) population analysis, charges in e, atoms 1 to 6: number 1, H, carries 0.49; number 2, O, carries -0.97; number 3, H, carries 0.47; number 4, H, carries 0.47; number 5, H, carries 0.49; number 6, H, carries 0.48